The following is a DFT calculation (ωB97M-V/def2-TZVPD) of an isolated molecule of C5H8N2O in a non-equilibrium geometry.

Output
Orbital gap = 8.44 eV
Spin multiplicity = 1
LUMO = 0.93 eV
Total energy = -379.95752 Eh

The geometry in XYZ format:
```
16
Properties=species:S:1:pos:R:3:forces:R:3
C -0.668202 -2.386558 -0.268636 -0.39 -0.30 0.24
C -0.287642 -1.121014 -0.140790 -1.62 1.41 2.26
C 0.657005 -0.378744 -0.899917 0.26 1.56 -0.37
C 0.820603 0.865971 -0.388450 0.44 -0.84 -0.11
N 1.566806 1.877825 -0.938621 -0.02 0.48 -0.01
C 0.174505 1.000351 0.975848 -0.99 -0.54 -1.04
N -0.710443 -0.172754 0.985382 2.61 -1.64 -0.54
O -2.004046 0.123061 1.432840 -0.69 -0.47 -0.78
H -1.426197 -2.817091 0.374920 0.09 -0.01 0.01
H -0.183763 -3.048627 -0.979379 -0.20 0.26 -0.06
H 1.001048 -0.690462 -1.875504 0.17 -0.11 0.10
H 1.299254 2.810087 -0.639213 0.16 -0.26 -0.20
H 1.703018 1.800525 -1.942105 0.05 0.11 0.38
H -0.398150 1.931994 1.049253 -0.04 -0.11 0.10
H 0.905147 0.945804 1.791847 -0.03 0.13 -0.14
H -2.448944 -0.740369 1.462526 0.19 0.32 0.18
```
Forces are in eV/Å.



The following is a DFT calculation (ωB97M-V/def2-TZVPD) of a structure of composition C6H12AlO14S2 in a non-equilibrium geometry.

Output
Orbital gap (spin up / spin down) = 4.66 / 4.01 eV
Net charge = -2
Spin multiplicity = 2
LUMO (spin up / spin down) = 4.26 / 3.62 eV
Total energy = -2327.94299 Eh

The geometry in XYZ format:
```
35
Properties=species:S:1:pos:R:3:forces:R:3
Al -13.346780 -8.538770 8.458150 -0.36 2.32 -0.58
S -14.740960 -5.508640 7.119820 1.61 -0.57 -1.39
O -13.408690 -5.700480 7.649330 3.23 -0.98 3.80
O -14.400120 -4.991330 5.807730 -1.91 1.23 -2.30
O -15.268610 -6.890900 7.043850 -1.74 -1.69 0.21
O -15.563820 -4.621890 7.934430 -1.09 0.46 0.59
S -10.180800 -6.745820 8.428300 1.92 -1.37 3.18
O -10.696160 -7.579450 7.366420 -1.11 -1.77 -3.52
O -8.796000 -7.182990 8.706850 -0.52 1.01 -0.35
O -10.342730 -5.414140 7.901770 0.41 1.54 -0.68
O -11.036190 -7.025930 9.560480 -0.74 0.18 1.54
C -12.398610 -8.095380 13.233860 -0.39 0.60 0.23
O -12.937100 -6.721750 13.114420 0.17 -0.91 -0.74
C -13.498180 -6.343500 11.911210 1.05 -1.13 -1.64
O -13.837440 -7.142270 11.044480 0.18 1.59 1.73
O -13.440500 -5.004310 11.845750 0.10 -1.71 2.01
C -13.939580 -4.322280 10.732680 -0.22 1.06 -1.51
H -12.994180 -8.622240 13.979390 -0.06 0.15 0.10
H -11.370550 -8.017600 13.587590 -0.10 0.32 0.08
H -12.360350 -8.744790 12.359280 -0.41 0.79 -0.50
H -13.425020 -4.626650 9.821260 -0.54 -0.47 -0.28
H -13.693150 -3.267840 10.857300 0.25 0.00 0.41
H -15.027770 -4.330540 10.670450 0.08 -0.62 -0.28
C -17.733050 -6.233690 10.340770 0.53 -0.26 0.93
O -16.669170 -7.162650 10.145600 -0.08 -2.36 -0.20
C -16.950750 -8.427740 9.741440 1.02 1.01 -2.31
O -16.127230 -9.137630 9.168310 -1.97 0.78 2.04
O -18.306440 -8.657080 9.838860 0.70 -0.80 0.42
C -18.898300 -9.828370 9.290500 -0.83 -0.19 -1.08
H -18.402170 -6.578360 11.129180 -0.37 -0.29 -0.23
H -18.239050 -6.065160 9.390160 0.15 0.50 0.25
H -17.195120 -5.415940 10.820380 -0.28 0.53 -0.85
H -19.691040 -9.487750 8.624440 0.11 0.30 -0.26
H -19.468240 -10.458240 9.973530 0.55 0.28 0.91
H -18.286900 -10.499280 8.687040 0.68 0.47 0.27
```
Forces are in eV/Å.